Entry 1:
DFT (ωB97M-V with the def2-TZVPD basis set) results for a molecular structure, C9H18LiO13P.

XYZ file:
```
42
Properties=species:S:1:pos:R:3:forces:R:3:lowdin_charge:R:1
Li 9.848074 -52.657837 -1.668954 1.3 1.2 -0.6 0.514
P 11.621550 -51.229481 -1.886154 -0.7 3.9 0.4 -0.293
O 11.161657 -51.977162 -3.074254 1.6 -3.2 -6.9 -0.496
O 10.159614 -50.791208 -1.611390 -4.2 4.6 1.7 -0.563
O 12.791328 -50.252662 -1.739982 -0.6 -0.4 -1.0 -0.493
O 11.561116 -52.264971 -0.864483 2.3 -6.6 6.4 -0.495
C 2.726133 -50.036600 -3.324671 1.0 1.6 6.9 -0.095
O 4.105955 -50.185333 -3.345141 2.8 -1.2 -0.4 -0.009
C 4.760068 -50.623705 -2.200819 -2.4 0.3 2.1 -0.505
O 4.064904 -50.718293 -1.179780 1.8 -0.2 -1.3 0.068
O 6.057749 -50.864322 -2.337767 -1.5 1.2 -1.8 0.064
C 6.856956 -51.152093 -1.221432 -1.3 -2.2 1.4 -0.045
H 2.376812 -49.884852 -4.201396 -1.4 1.7 -6.5 0.012
H 2.462094 -49.136576 -2.649968 0.2 -1.4 -0.9 0.133
H 2.102477 -50.847332 -3.049518 0.1 -1.4 1.3 0.083
H 6.575071 -52.087973 -0.782018 -1.0 -0.7 0.3 0.080
H 6.941117 -50.507215 -0.418023 -0.8 2.3 1.2 0.089
H 7.844592 -51.364059 -1.372694 2.9 0.3 -2.3 0.021
C 10.879845 -55.395733 -2.503355 -1.0 0.6 -0.4 0.035
O 9.479633 -55.921655 -2.540212 -1.0 0.0 0.2 0.003
C 8.444447 -55.113080 -2.295876 -0.5 1.5 1.8 -0.483
O 8.467166 -53.888021 -2.183609 -0.2 -2.5 -0.5 0.050
O 7.245859 -55.840713 -1.992771 0.8 1.5 0.0 -0.076
C 5.979467 -55.080529 -1.833337 -1.6 -0.9 -4.4 -0.068
H 11.098989 -54.830821 -3.386743 -0.1 0.3 -0.6 0.087
H 11.580622 -56.197340 -2.377130 -0.3 -0.8 0.0 0.081
H 11.019609 -54.705400 -1.711268 -0.1 0.8 1.0 0.059
H 5.432973 -54.817807 -0.951851 1.0 -0.9 1.9 0.030
H 5.135287 -55.936659 -2.395853 2.5 3.0 1.3 0.153
H 5.981136 -53.994401 -2.283460 0.4 -2.4 -0.1 0.104
C 9.398022 -52.654278 1.482854 4.1 1.1 3.5 -0.058
O 8.381574 -53.110325 2.268835 -5.2 -5.1 1.2 -0.026
C 7.797144 -54.291973 1.974684 2.0 -2.9 -3.5 -0.408
O 8.264691 -55.125341 1.058727 -3.0 4.1 4.8 0.021
O 6.681231 -54.505555 2.792967 0.3 0.1 -2.1 -0.042
C 5.822602 -55.627466 2.407057 2.5 -2.9 1.7 -0.063
H 9.111718 -52.295127 0.580990 -0.9 1.7 -2.6 0.039
H 10.308019 -53.238189 1.338513 -0.4 -0.7 0.0 0.102
H 9.630929 -51.986685 2.349252 1.4 1.4 -2.2 0.129
H 6.276853 -56.513107 3.063371 -1.1 1.4 -1.6 0.126
H 5.816371 -55.963336 1.365183 0.8 0.6 0.1 0.072
H 4.778296 -55.617513 2.670088 -0.2 1.4 0.7 0.063
```
Forces are in eV/Å.

## Properties
HOMO energy (eV): 1.87
Strongest force on any atom (eV/Å): 9.5
Spin multiplicity: 1
Total charge: -2
Energy (eV): -45732.377

***

Entry 2:
DFT (ωB97M-V with the def2-TZVPD basis set) results for 2 unconnected molecules or ions with the total composition C2H9NO.

XYZ file:
```
13
Properties=species:S:1:pos:R:3:forces:R:3:lowdin_charge:R:1
N 3.068304 -0.383791 0.868790 0.0 -1.3 -0.7 -0.003
C 3.468055 0.866479 1.418610 -0.4 4.1 -0.1 -0.311
O 3.270964 1.966195 0.387339 0.8 -1.1 1.4 -0.121
H 3.131764 -1.286740 1.370112 -0.1 1.4 0.3 0.088
H 3.549106 -0.584752 -0.022442 -0.2 0.6 0.7 0.087
H 4.506529 1.111182 1.617783 0.6 -1.0 0.2 0.091
H 2.928421 1.388832 2.303519 0.2 -2.2 -1.1 0.134
H 2.706065 1.640661 -0.292517 -0.9 -0.5 -0.7 0.034
C -5.278261 -0.918994 -1.493363 -4.2 0.7 -3.5 -0.066
H -5.905007 -1.714964 -2.141072 1.6 1.8 1.1 0.064
H -4.466132 -0.491033 -2.075306 -0.2 0.1 -0.2 0.003
H -6.092592 -0.131949 -1.210043 1.9 -1.3 -0.2 0.051
H -4.887221 -1.461123 -0.731404 1.0 -1.3 2.7 -0.052
```
Forces are in eV/Å.

## Properties
HOMO energy (eV): -9.55
Strongest force on any atom (eV/Å): 5.5
Spin multiplicity: 1
SMILES: NCO.C
Energy (eV): -5755.969

***

Entry 3:
DFT (ωB97M-V with the def2-TZVPD basis set) results for a molecular structure, C7H8Cl2O5.

XYZ file:
```
22
Properties=species:S:1:pos:R:3:forces:R:3:lowdin_charge:R:1
C -1.393267 -0.273146 -0.884316 -0.4 -1.0 -0.2 -0.066
C -0.539457 -0.894316 -1.729106 -1.3 -0.3 -1.5 -0.318
C 0.513043 -1.754416 -1.235136 1.6 -1.1 0.1 -0.324
O 1.399893 -2.303476 -1.913746 -1.7 1.2 0.8 0.097
C 0.500443 -1.909636 0.230194 -0.6 -0.7 0.9 0.063
C -0.356807 -1.307546 1.083504 -0.3 -2.0 1.3 -0.280
C -1.447237 -0.444986 0.646914 1.2 0.0 -4.6 -0.350
O -2.264427 0.107284 1.303284 -0.8 0.4 1.6 0.169
O -0.316797 -1.532406 2.431164 1.0 -0.5 -0.7 0.098
O -0.675197 -0.745976 -3.105976 -0.5 0.5 1.3 0.061
H -1.985857 0.535024 -1.286946 -0.7 -0.6 0.0 0.102
H 1.207863 -2.635026 0.604044 0.2 0.1 0.2 0.144
H -0.967537 -1.011786 2.907704 -0.5 0.4 -0.2 0.117
H 0.157913 -0.799316 -3.579996 0.4 -0.3 0.3 0.108
O 1.208033 0.632154 0.911674 1.7 -1.3 2.2 -0.198
H 1.191053 -0.201316 1.382064 0.6 0.0 0.3 0.041
H 2.079003 0.666794 0.516144 0.4 -0.1 -0.2 0.081
C 0.388303 2.733564 0.464894 0.2 1.3 0.1 -0.917
Cl 0.031183 1.653084 -0.869646 0.0 3.3 -1.2 0.807
Cl 0.047033 4.460364 0.024094 0.3 -0.7 0.3 0.485
H -0.199347 2.485754 1.348834 -0.3 0.1 -0.4 0.046
H 1.422173 2.539334 0.750354 -0.3 1.2 -0.3 0.032
```
Forces are in eV/Å.

## Properties
HOMO energy (eV): -9.01
Strongest force on any atom (eV/Å): 4.8
Spin multiplicity: 1
Energy (eV): -42667.290